DFT (wB97M-V/def2-TZVPD) results for a molecular structure, C10H30N2O6V.

Properties
2S+1 = 2
Frontier orbital gap (spin up / spin down) = 5.99 / 7.43 eV
HOMO (spin up / spin down) = -5.7 / -7.1 eV
E_tot = -51806.874 eV
LUMO (spin up / spin down) = 0.34 / 0.33 eV

The geometry in XYZ format:
```
49
Properties=species:S:1:pos:R:3:forces:R:3:lowdin_charge:R:1
O 1.767 1.271 -0.706 -0.29 0.50 -0.47 -0.489
V 0.515 0.268 -0.330 2.27 -2.55 -0.24 0.719
O 1.055 -1.291 -0.304 -0.48 0.26 0.39 -0.480
C 3.341 -0.964 -2.514 -0.55 0.87 0.38 -0.131
O 2.071 -0.753 -3.223 1.10 -0.80 0.24 -0.157
H 4.185 -1.005 -3.203 -0.08 -0.11 -0.17 0.067
H 3.471 -0.145 -1.807 0.02 0.32 -0.16 0.053
H 3.356 -1.818 -1.837 -0.71 -0.36 -0.63 0.071
H 2.120 0.141 -3.567 0.14 0.12 0.15 0.060
C 0.012 -3.973 0.963 3.23 -1.30 -2.64 -0.237
O -1.025 -3.528 1.630 -4.51 1.26 3.77 -0.120
H -0.309 -3.885 -0.075 1.12 -0.06 -0.36 0.093
H 0.886 -3.377 1.227 0.44 -0.09 -0.78 0.073
H 0.194 -5.019 1.211 0.29 -0.33 -0.32 0.086
H -1.021 -4.020 2.455 -0.57 0.43 0.31 0.096
C -1.956 -0.683 3.370 0.40 0.19 1.19 -0.048
C -0.988 0.062 2.417 -0.12 -1.60 1.69 -0.385
C 0.467 -0.120 2.857 0.07 0.95 -0.47 -0.153
O 1.271 0.639 1.936 -1.72 -0.89 -0.13 -0.264
C 2.538 0.885 2.434 1.04 0.30 -0.13 -0.103
N -1.182 -0.559 1.131 -1.08 1.17 -1.06 0.025
H -1.757 -1.752 3.442 0.58 -0.04 -0.30 0.067
H -3.014 -0.688 3.110 0.00 0.68 -0.33 0.081
H -1.855 -0.330 4.397 -0.20 0.22 0.12 0.076
H -1.225 1.125 2.362 0.10 -0.03 0.06 0.125
H 0.804 -1.157 2.858 -0.21 -0.26 -0.22 0.134
H 0.620 0.265 3.865 -0.08 0.18 0.20 0.127
H 2.989 -0.005 2.874 -0.20 -0.09 0.51 0.096
H 2.419 1.722 3.122 0.63 -0.05 0.41 0.097
H 3.240 1.135 1.638 -0.49 0.33 -0.30 0.093
H -1.370 -1.535 1.314 0.96 -0.74 -0.33 0.059
H -2.132 -0.267 0.954 -0.43 0.31 -0.89 0.094
C -1.344 1.245 -4.098 -0.30 1.09 -0.02 -0.057
C -0.671 1.275 -2.761 -0.68 1.19 0.04 -0.452
C -1.397 2.192 -1.726 1.21 -1.49 -0.70 -0.127
O -0.725 2.102 -0.442 -1.81 0.82 -1.31 -0.280
C -1.219 3.101 0.415 0.68 0.16 1.56 -0.095
N -0.601 -0.091 -2.311 0.76 0.17 1.32 0.040
H -0.786 0.548 -4.724 -0.24 0.12 -0.22 0.091
H -1.305 2.254 -4.509 -0.28 -0.09 -0.51 0.086
H -2.377 0.928 -3.955 -0.14 -0.08 -0.40 0.086
H 0.274 1.799 -2.905 0.61 -0.88 0.38 0.139
H -2.420 1.828 -1.629 -0.35 0.40 0.15 0.132
H -1.297 3.186 -2.161 -0.44 0.27 0.44 0.137
H -0.732 2.947 1.377 0.07 -0.12 0.02 0.085
H -2.290 3.057 0.612 -0.24 -0.16 -0.40 0.097
H -0.931 4.120 0.152 -0.06 -0.03 -0.64 0.101
H -1.531 -0.485 -2.320 -0.43 0.08 0.45 0.109
H -0.136 -0.644 -3.016 0.94 -0.24 0.34 0.083
```
Forces are in eV/Å.